1.
{"formula": "H13NaO7", "method": "ωB97M-V/def2-TZVPD", "homo_lumo_gap_ev": 8.874, "lumo_ev": -0.2, "charge": 0, "relative_energy_kcal_mol": 11.6, "species": ["Na", "O", "O", "O", "O", "O", "O", "O", "H", "H", "H", "H", "H", "H", "H", "H", "H", "H", "H", "H", "H"], "xyz": [[0.402, 0.201, -0.179], [-0.325, 1.622, -2.153], [-3.058, 0.209, -1.776], [0.291, -2.388, -0.357], [2.000, 2.089, 0.018], [0.331, -0.688, 1.997], [2.692, -0.973, 0.560], [-2.031, 0.499, 1.327], [-1.003, 2.269, -1.922], [1.968, -0.933, 1.237], [-1.211, -0.022, 1.581], [-2.616, -0.132, 0.897], [0.131, 2.010, -2.908], [0.932, -2.308, 0.364], [-0.234, -1.443, 1.828], [-2.414, 0.768, -1.315], [2.906, 1.820, 0.221], [3.280, -1.673, 0.865], [-3.216, -0.536, -1.189], [1.652, 2.419, 0.859], [-0.478, -2.810, 0.043]], "forces_ev_per_angstrom": [[0.208, -0.058, -0.064], [-0.184, 0.093, 0.218], [0.155, 0.192, 0.055], [-0.214, -0.072, -0.201], [-0.134, 0.003, 0.245], [0.110, 0.396, -0.781], [-0.128, -0.101, 0.168], [0.355, -0.215, -0.599], [0.156, 0.022, -0.100], [-0.144, 0.182, 0.363], [-0.010, 0.439, 0.511], [-0.094, 0.057, 0.243], [0.056, -0.115, 0.089], [-0.021, 0.053, -0.130], [0.105, -0.486, 0.380], [-0.308, -0.378, -0.035], [-0.167, -0.147, -0.015], [0.028, 0.134, -0.079], [-0.014, 0.033, -0.054], [0.155, 0.005, -0.110], [0.090, -0.037, -0.103]], "lowdin_charge": [0.47, -0.03, -0.05, -0.05, -0.05, -0.41, -0.09, -0.09, 0.06, -0.01, -0.02, 0.01, 0.07, 0.01, -0.08, 0.00, 0.06, 0.05, 0.03, 0.07, 0.05]}

---

2.
{"formula": "C28H28BaCl2N8O3S", "method": "ωB97M-V/def2-TZVPD", "homo_lumo_gap_ev": 6.742, "lumo_ev": 0.0, "charge": 0, "relative_energy_kcal_mol": 0.0, "species": ["Ba", "Cl", "Cl", "S", "O", "O", "O", "N", "N", "N", "N", "N", "N", "N", "N", "C", "C", "C", "C", "C", "C", "C", "C", "C", "C", "C", "C", "C", "C", "C", "C", "C", "C", "C", "C", "C", "C", "C", "C", "C", "C", "C", "C", "H", "H", "H", "H", "H", "H", "H", "H", "H", "H", "H", "H", "H", "H", "H", "H", "H", "H", "H", "H", "H", "H", "H", "H", "H", "H", "H", "H"], "xyz": [[-0.395, -0.607, 0.483], [-2.999, 6.113, 2.000], [-5.203, 4.934, 0.020], [-0.772, -1.941, -4.689], [3.411, -1.079, -0.177], [0.971, 3.252, 1.869], [-3.493, 0.776, -2.047], [-2.647, 0.496, 0.103], [1.523, -0.164, 2.517], [-0.409, 3.633, -1.628], [-2.338, -2.223, -0.585], [-0.640, 1.571, 1.825], [1.200, -3.235, 0.620], [0.182, -1.460, -2.379], [0.395, 1.356, -1.120], [-3.745, 2.669, 0.100], [-2.381, -3.530, -0.843], [-3.234, -4.104, -1.765], [0.021, 2.430, -1.359], [-3.115, 0.098, -1.071], [0.859, -2.547, -2.864], [0.551, 2.099, 2.078], [2.414, -0.933, 3.149], [-2.904, 4.483, 1.410], [0.491, -2.947, -4.108], [-3.861, 3.972, 0.546], [3.372, -0.442, 4.012], [-1.844, 3.690, 1.802], [2.512, 1.734, 3.564], [-1.398, 3.827, -2.681], [3.191, -4.892, 0.895], [3.562, -5.039, 2.378], [-2.671, 1.851, 0.466], [-4.039, -1.909, -2.224], [1.552, 1.155, 2.730], [2.078, -3.966, 0.727], [-1.681, 2.380, 1.338], [3.813, 0.278, -0.010], [0.034, 4.784, -0.849], [-0.695, -1.027, -3.230], [-4.090, -3.267, -2.468], [-3.151, -1.410, -1.271], [3.422, 0.932, 4.219], [-0.832, 5.293, -0.422], [2.350, -1.998, 2.947], [2.714, -5.406, 2.953], [4.160, 1.365, 4.882], [3.873, -4.079, 2.790], [4.386, -5.742, 2.485], [4.063, -1.111, 4.506], [-4.782, -3.668, -3.198], [2.993, 0.971, -0.213], [2.503, 2.810, 3.665], [2.717, -1.266, 0.465], [-0.939, 4.263, -3.571], [0.879, -3.755, -4.704], [2.907, -5.856, 0.471], [4.037, -4.512, 0.321], [-4.497, 2.275, -0.566], [4.200, 0.464, 0.997], [-1.103, 4.099, 2.471], [1.635, -2.990, -2.258], [-4.658, -1.200, -2.753], [-1.355, -0.185, -3.057], [4.613, 0.458, -0.725], [0.581, 5.481, -1.489], [-2.179, 4.493, -2.316], [-3.228, -5.172, -1.928], [-1.686, -4.144, -0.278], [0.662, 4.451, -0.025], [-1.861, 2.874, -2.932]], "forces_ev_per_angstrom": [[1.034, -1.449, -0.139], [0.012, 0.029, 0.015], [-0.068, 0.016, -0.046], [0.144, 0.133, 0.207], [-0.060, -0.100, 0.052], [0.001, -0.110, 0.062], [0.052, -0.070, 0.056], [-0.218, 0.002, 0.078], [-0.163, 0.071, 0.064], [-0.052, 0.024, -0.051], [-0.440, 0.098, -0.063], [-0.040, 0.032, 0.159], [-0.017, 0.034, 0.087], [-0.043, 0.091, 0.328], [0.176, 0.611, -0.391], [0.146, 0.015, -0.125], [0.172, -0.043, 0.108], [-0.083, 0.028, -0.071], [-0.010, -0.094, 0.168], [-0.022, 0.384, -0.173], [0.003, 0.005, -0.204], [-0.153, 0.333, -0.174], [0.062, -0.051, -0.032], [-0.009, -0.034, -0.015], [-0.159, 0.065, 0.001], [0.098, -0.026, 0.059], [0.047, 0.063, 0.042], [0.082, -0.055, -0.145], [-0.093, 0.034, -0.087], [-0.085, -0.050, -0.060], [0.201, -0.081, 0.243], [-0.040, 0.021, -0.110], [-0.236, 0.282, 0.212], [0.018, 0.189, 0.013], [0.337, 0.066, 0.305], [-0.093, 0.019, -0.125], [-0.275, 0.261, 0.178], [0.014, 0.033, 0.040], [0.088, 0.099, 0.077], [0.022, -0.265, -0.320], [0.050, -0.014, 0.058], [-0.296, -0.455, -0.144], [-0.053, -0.039, -0.049], [-0.031, -0.044, -0.049], [-0.023, 0.006, -0.001], [0.013, -0.001, 0.020], [0.008, -0.008, 0.004], [0.011, -0.008, 0.012], [0.004, -0.001, -0.012], [-0.013, -0.024, -0.016], [0.002, -0.007, -0.004], [0.004, -0.001, -0.026], [0.024, 0.004, 0.017], [0.066, 0.028, 0.023], [0.010, 0.015, 0.014], [0.025, -0.017, 0.042], [-0.038, 0.030, -0.039], [-0.043, 0.034, -0.042], [-0.009, 0.000, -0.001], [-0.022, -0.017, 0.002], [-0.006, 0.019, 0.007], [0.007, -0.013, -0.017], [-0.004, -0.012, -0.019], [-0.003, -0.006, -0.024], [-0.019, 0.013, -0.019], [0.009, -0.027, -0.017], [-0.003, -0.009, 0.042], [0.020, -0.005, 0.021], [-0.010, -0.006, -0.016], [-0.011, -0.033, -0.018], [-0.020, -0.010, 0.030]], "lowdin_charge": [1.84, 0.65, 0.65, 1.02, -0.15, -0.02, -0.02, -0.10, -0.02, -0.16, -0.04, -0.09, 0.13, -0.09, 0.04, -0.05, -0.15, -0.06, -0.27, -0.56, -0.25, -0.55, -0.16, -0.70, -0.40, -0.70, -0.06, -0.06, 0.01, -0.02, -0.20, -0.08, -0.24, 0.00, -0.20, -0.20, -0.24, -0.14, -0.02, -0.48, -0.05, -0.23, -0.05, 0.08, 0.09, 0.08, 0.11, 0.07, 0.08, 0.10, 0.11, 0.06, 0.12, -0.01, 0.09, 0.06, 0.12, 0.12, 0.11, 0.07, 0.11, 0.09, 0.12, 0.07, 0.08, 0.09, 0.09, 0.10, 0.10, 0.07, 0.08]}

---

3.
{"formula": "C3H7F2P", "method": "ωB97M-V/def2-TZVPD", "homo_lumo_gap_ev": [7.481, 8.804], "lumo_ev": [-0.7, 0.4], "charge": 0, "relative_energy_kcal_mol": 81.3, "species": ["P", "F", "F", "C", "C", "C", "H", "H", "H", "H", "H", "H", "H"], "xyz": [[-3.136, 0.618, 0.710], [0.305, 0.264, 1.957], [-0.717, -1.380, 1.104], [0.389, 0.147, -0.449], [-0.302, -0.162, 0.838], [1.733, -0.668, -0.462], [0.766, 1.156, -0.415], [1.975, -0.581, -1.544], [2.591, -0.307, 0.234], [1.492, -1.745, -0.261], [-3.154, -0.905, 0.922], [-3.566, 0.521, -0.599], [-0.273, -0.021, -1.329]], "forces_ev_per_angstrom": [[1.013, -1.825, 1.471], [0.031, 0.379, -0.552], [0.204, -0.965, -0.552], [1.033, -0.788, 1.039], [-1.527, 1.315, 0.438], [-0.018, -0.698, -0.699], [-0.708, 0.682, -0.047], [0.756, -0.304, 0.818], [-1.804, -0.426, -1.298], [0.520, 0.888, -0.121], [-0.115, 1.963, -0.358], [-0.028, -0.182, -0.916], [0.643, -0.039, 0.777]], "lowdin_charge": [0.58, 0.08, 0.05, -0.19, -0.48, -0.10, 0.10, 0.07, 0.11, 0.08, -0.16, -0.28, 0.12]}

---

4.
{"formula": "C18H25FN2O4S", "method": "ωB97M-V/def2-TZVPD", "homo_lumo_gap_ev": 8.932, "smiles": "O=C([C@H]1CC[C@H](CNS(=O)(=O)c2ccc(F)cc2)CC1)N1CCOCC1", "lumo_ev": 0.1, "charge": 0, "relative_energy_kcal_mol": 371.4, "species": ["S", "F", "O", "O", "O", "O", "N", "N", "C", "C", "C", "C", "C", "C", "C", "C", "C", "C", "C", "C", "C", "C", "C", "C", "C", "C", "H", "H", "H", "H", "H", "H", "H", "H", "H", "H", "H", "H", "H", "H", "H", "H", "H", "H", "H", "H", "H", "H", "H", "H", "H"], "xyz": [[-0.113, -0.383, 2.792], [2.460, -0.992, 8.013], [-1.378, -1.108, 2.726], [-0.915, 1.361, -7.483], [-2.517, 0.211, -3.300], [-0.229, 0.828, 2.308], [0.772, -1.399, 1.751], [-1.637, 1.408, -4.944], [1.717, -0.671, 0.575], [0.299, -1.833, 5.082], [-0.736, -0.649, -0.815], [0.697, -0.762, 4.295], [0.802, -0.911, -0.658], [-0.206, 1.092, -2.723], [2.431, 0.126, 5.835], [-2.002, 0.532, -6.924], [0.727, -1.803, 6.361], [0.630, 0.076, -2.878], [-0.401, 2.157, -5.473], [0.025, 1.263, -6.675], [2.006, -0.900, 6.702], [-2.591, 1.195, -5.796], [1.655, -0.411, -1.823], [-0.732, 0.932, -1.158], [-1.570, 0.832, -3.741], [1.595, 0.279, 4.613], [0.343, 2.158, -4.650], [-2.838, 0.264, -7.745], [-1.911, 1.025, -1.134], [-1.116, -1.161, -1.470], [-0.997, 3.112, -5.634], [-1.839, -0.502, -6.680], [3.115, 0.995, 6.082], [-0.557, -2.079, 4.898], [0.641, -2.596, 7.073], [1.459, 0.271, 0.926], [0.109, -0.934, -3.298], [1.994, 0.633, -1.568], [-2.843, 2.063, -6.111], [2.738, -0.959, 0.602], [1.252, 0.458, -3.785], [-0.925, -0.597, 0.136], [0.445, 0.312, -6.335], [0.969, 1.883, -7.293], [0.935, -2.074, -1.034], [0.010, 1.965, -2.823], [2.338, -1.200, -2.174], [1.807, 1.257, 4.140], [0.642, -2.254, 1.664], [-0.239, 1.529, -0.413], [-3.345, 0.731, -5.138]], "forces_ev_per_angstrom": [[-2.241, -16.345, 0.324], [-0.405, -0.001, -2.097], [0.403, 0.064, 1.817], [-7.951, -3.404, -4.990], [-0.034, -0.648, 0.251], [1.208, 12.092, -3.378], [4.530, 12.853, -0.006], [8.780, 1.846, 5.548], [-6.504, -2.783, 2.126], [7.515, 4.869, 2.677], [9.371, 9.185, 3.625], [1.572, 4.847, -1.081], [3.055, -5.090, -2.977], [-11.528, -5.182, 4.918], [-2.115, -0.064, -0.091], [-3.363, -2.202, -5.121], [6.260, 1.323, 1.457], [6.730, -8.027, -6.436], [-1.673, -1.264, 1.805], [9.070, 5.400, 3.256], [-2.679, -0.363, -0.451], [-3.306, -4.480, 0.180], [-2.246, 3.297, -0.324], [-4.482, -2.240, -2.598], [0.798, 0.517, 2.619], [1.832, -1.650, 2.793], [-0.573, 0.570, -0.818], [1.865, 1.493, 1.189], [2.349, 0.998, -0.043], [-4.443, -5.521, -6.257], [2.140, -0.437, -0.740], [1.806, -0.431, 0.266], [-0.694, -1.621, 0.001], [-9.240, -4.439, -2.508], [-0.881, -0.103, 0.494], [0.779, 2.375, 0.115], [0.887, 2.244, 0.852], [1.299, -1.185, 0.179], [-2.912, 6.079, -2.294], [0.629, -0.345, -0.260], [-0.247, -1.412, 0.733], [-2.986, -0.899, 5.132], [-0.382, -0.279, -0.088], [-1.861, -1.764, 2.015], [-0.579, 1.881, 1.910], [3.410, 10.095, -1.351], [0.135, 1.132, -0.042], [-0.721, -1.105, -0.514], [-2.106, -9.713, -0.619], [0.258, 0.242, 0.141], [-0.530, -0.403, -1.338]], "lowdin_charge": [0.56, 0.01, -0.30, -0.07, 0.05, -0.19, -0.06, -0.09, -0.03, -0.06, -0.07, -0.29, -0.31, -0.23, 0.00, -0.12, 0.07, -0.28, -0.01, -0.35, -0.15, -0.24, -0.17, -0.03, -0.32, -0.03, 0.11, 0.17, 0.14, 0.02, 0.16, 0.13, 0.13, 0.02, 0.10, 0.06, 0.19, 0.14, 0.08, 0.10, 0.14, 0.03, 0.13, 0.19, 0.17, 0.02, 0.12, 0.12, -0.02, 0.09, 0.17]}

---

5.
{"formula": "C4H4N2", "method": "ωB97M-V/def2-TZVPD", "homo_lumo_gap_ev": [10.127, 10.126], "smiles": "C1=C=NC=NC=1.[H][H]", "lumo_ev": [0.2, 0.2], "charge": 0, "relative_energy_kcal_mol": 105.0, "species": ["N", "N", "C", "C", "C", "C", "H", "H", "H", "H"], "xyz": [[-0.785, 0.270, -0.855], [-0.715, 0.428, 1.512], [1.233, -0.499, 0.325], [-1.334, 0.601, 0.358], [0.347, -0.190, -0.545], [0.525, -0.103, 1.500], [0.989, -0.222, 2.478], [-2.332, 1.024, 0.331], [1.185, -0.316, -2.585], [0.886, -0.994, -2.520]], "forces_ev_per_angstrom": [[0.406, -0.162, 0.164], [0.050, -0.039, -0.215], [-0.308, 0.117, -0.192], [-0.096, 0.060, 0.249], [-0.170, 0.098, 0.270], [-0.086, 0.059, 0.265], [-0.093, 0.030, -0.109], [0.139, -0.054, 0.048], [0.063, -0.086, -0.233], [0.095, -0.023, -0.247]], "lowdin_charge": [0.14, 0.07, 0.01, -0.18, -0.22, -0.16, 0.10, 0.12, 0.07, 0.07]}

---

6.
{"formula": "C2H4ClOP", "method": "ωB97M-V/def2-TZVPD", "homo_lumo_gap_ev": 8.815, "smiles": "CO/C=P/Cl", "lumo_ev": 0.5, "charge": 0, "relative_energy_kcal_mol": 47.3, "species": ["Cl", "P", "O", "C", "C", "H", "H", "H", "H"], "xyz": [[3.584, -0.944, -0.205], [2.395, 0.670, -0.083], [-0.188, 0.854, 0.201], [-1.551, 0.161, 0.031], [0.838, -0.017, 0.024], [-2.321, 0.517, 0.888], [-1.957, 0.634, -0.850], [-1.476, -0.859, -0.177], [0.677, -1.015, 0.171]], "forces_ev_per_angstrom": [[0.523, -1.023, -0.010], [-1.445, 0.671, -0.161], [-2.179, -2.201, -0.180], [-0.494, 4.382, 1.575], [1.680, 3.669, 0.414], [2.299, -1.261, -1.612], [-0.093, 0.088, -0.402], [0.334, -1.665, 0.345], [-0.625, -2.661, 0.031]], "lowdin_charge": [0.07, 0.48, -0.24, -0.02, -0.57, 0.14, 0.07, 0.05, 0.02]}